1.
Density functional theory data (ωB97M-V with the def2-TZVPD basis set) for C6H12N2O3S in the gas phase in a non-equilibrium geometry.

```
! wB97M-V def2-TZVPD RIJCOSX def2/J DEFGRID3
* xyz 0 1
C -2.6631 1.3193 -0.3383
C -2.1629 -0.0735 -0.5678
N -3.2252 -1.0308 -0.3107
C -0.9279 -0.3661 0.2587
O -1.0007 -0.8867 1.3582
N 0.2904 0.0940 -0.2209
C 1.4646 0.1408 0.5725
C 2.1179 -1.2465 0.7112
S 2.7659 -1.9057 -0.8379
C 2.4228 1.1431 -0.0083
O 2.1633 1.8465 -0.9820
O 3.5580 1.2097 0.6711
H -2.8451 1.5334 0.6703
H -1.8488 2.0628 -0.5570
H -3.5573 1.5184 -0.9084
H -1.8814 -0.1649 -1.6509
H -2.9382 -1.9725 -0.5725
H -3.2531 -1.0899 0.7545
H 0.2738 0.5968 -1.0676
H 1.2434 0.4493 1.5973
H 2.9314 -1.2082 1.4382
H 1.3982 -1.8879 1.1674
H 1.6097 -2.0141 -1.4424
H 4.0642 1.9328 0.2653
*
```

The value obtained for the energy above the lowest of the compared OMol25 structures with the same formula, charge and spin is 6.5 kcal per mole. The calculation puts the energy at -26375.5548 eV. The SMILES is C[C@H](N)C(=O)N[C@@H](CS)C(=O)O. For the HOMO energy, the calculation gives -9.41 eV.

2.
Density functional theory data (ωB97M-V with the def2-TZVPD basis set) for 2 unconnected molecules or ions with the total composition CH4Br2Si in a non-equilibrium geometry.

```
! wB97M-V def2-TZVPD RIJCOSX def2/J DEFGRID3
* xyz 0 1
C 0.5278 -1.0898 0.4998
Si 5.1301 0.8338 -1.2123
Br 0.8103 0.6086 -0.4150
Br 4.1947 -0.5952 0.3506
H 1.5590 -1.3518 0.9329
H -0.1107 -0.9270 1.2429
H -0.0237 -1.8139 -0.2229
H 3.9496 1.6804 -1.0026
*
```

The value obtained for the energy above the lowest of the compared OMol25 structures with the same formula, charge and spin is 69.1 kcal per mole. The calculation puts the energy at -149063.2261 eV. For the HOMO energy, the calculation gives -9.23 eV.

3.
Density functional theory data (ωB97M-V with the def2-TZVPD basis set) for 2 unconnected molecules or ions with the total composition CH3NOS in a non-equilibrium geometry.

```
! wB97M-V def2-TZVPD RIJCOSX def2/J DEFGRID3
* xyz 0 1
C -2.1617 -0.3948 0.0553
N 0.1715 1.0810 -0.2885
O -3.1912 -0.9713 0.0050
S -1.5066 1.1502 -0.0547
H -0.7324 -1.3399 0.4846
H 0.6704 1.8050 0.1872
H 0.5722 0.3708 -0.8427
*
```

The value obtained for the energy above the lowest of the compared OMol25 structures with the same formula, charge and spin is 86.3 kcal per mole. The calculation puts the energy at -15455.0680 eV. For the HOMO energy, the calculation gives -8.99 eV.

4.
Density functional theory data (ωB97M-V with the def2-TZVPD basis set) for a molecular structure, C35H30BrI2N4O3PSSr in a non-equilibrium geometry.

```
! wB97M-V def2-TZVPD RIJCOSX def2/J DEFGRID3
* xyz 0 1
Sr -0.4392 1.0522 0.4149
I -1.0312 5.5338 6.2269
C -0.1058 4.7261 4.6032
C 0.1237 5.4268 3.3880
C 0.6429 4.7068 2.3266
I 0.9407 5.5345 0.3924
C 0.7933 3.2695 2.3616
O 1.0592 2.5741 1.2997
C 0.6325 2.6535 3.6128
C 0.5633 1.1220 3.6144
N -0.7546 0.7083 3.0562
C -1.9274 1.3256 3.6994
C -2.3886 2.5668 2.9294
C -2.9217 3.6979 3.6133
C -3.3508 4.8205 2.8758
C -3.2690 4.8028 1.4896
C -2.7465 3.6495 0.9068
N -2.4171 2.5655 1.5889
C 0.2005 3.3796 4.7182
H 0.0089 6.4899 3.2605
H 1.3420 0.5973 3.0067
H 0.6747 0.8390 4.6742
H -0.8108 -0.2725 3.1816
H -2.6912 0.5462 3.7130
H -1.6896 1.6685 4.7057
H -2.9820 3.7194 4.6957
H -3.7537 5.6808 3.4155
H -3.7081 5.5782 0.8524
H -2.8086 3.5834 -0.1919
H -0.0809 2.8704 5.6180
O 1.2690 -2.7110 2.0299
C 1.3067 -1.9467 1.0533
O 0.5731 -0.9275 0.9368
C 2.1138 -2.4012 -0.1851
P 1.0329 -2.5562 -1.6456
C 0.2267 -4.1859 -1.5554
C 0.9986 -5.3164 -1.4637
C 0.4228 -6.5893 -1.3917
C -0.9479 -6.6478 -1.3891
C -1.6912 -5.5444 -1.7197
C -1.1353 -4.2812 -1.8115
C 2.2030 -2.8580 -3.0204
C 3.3620 -2.1283 -3.1363
C 4.3287 -2.4610 -4.0434
C 4.1378 -3.4800 -4.9555
C 2.8989 -4.1481 -4.9351
C 1.9640 -3.8527 -3.9628
H 2.6444 -3.3204 0.0808
H 2.8660 -1.6152 -0.4798
H 2.0931 -5.2480 -1.5234
H 1.0318 -7.4469 -1.1802
H -1.3797 -7.5985 -1.2964
H -2.7736 -5.6942 -1.7745
H -1.6111 -3.3516 -2.0604
H 3.5214 -1.3895 -2.3606
H 5.2582 -1.9378 -3.9984
H 4.8622 -3.4898 -5.7640
H 2.7335 -4.8842 -5.7198
H 1.0789 -4.4510 -3.9655
S -3.7635 -2.4886 1.3024
C -4.7901 -1.2372 0.7506
C -4.0210 -0.2057 0.3202
N -2.6466 -0.3465 0.3773
C -2.3826 -1.5335 0.8693
H -5.8555 -1.3099 0.7776
H -4.4454 0.7343 -0.0243
H -1.3745 -1.8550 0.9814
Br -1.0180 0.5659 -3.7482
C 0.5841 1.5364 -3.2355
C 1.3547 2.0484 -4.2756
C 2.5153 2.7653 -3.9082
C 2.7631 2.9810 -2.6061
C 1.9254 2.4428 -1.6218
N 0.8144 1.7168 -1.9614
H 1.0514 1.8409 -5.2971
H 3.0750 3.2628 -4.6848
H 3.6483 3.4918 -2.2598
H 2.0714 2.6364 -0.5678
*
```

The value obtained for the energy above the lowest of the compared OMol25 structures with the same formula, charge and spin is 18.3 kcal per mole. The calculation puts the energy at -156091.6936 eV. For the HOMO energy, the calculation gives -7.42 eV.

5.
Density functional theory data (ωB97M-V with the def2-TZVPD basis set) for C5H7NO2S in the gas phase in a non-equilibrium geometry.

```
! wB97M-V def2-TZVPD RIJCOSX def2/J DEFGRID3
* xyz 0 1
C -0.3575 -1.8289 0.6211
C -2.0538 -0.8595 -0.8849
C 1.0064 0.1862 -0.4450
C -2.7862 0.8407 0.5535
C 3.2539 0.7382 -0.6708
N -1.3626 -1.3854 -0.0025
O -2.8746 0.1079 -0.6924
O 1.8783 0.9353 -0.8670
S 1.3762 -1.3174 0.3967
H -0.5783 -2.4714 1.4734
H -3.1277 1.7804 0.2767
H -1.7944 0.8569 0.9365
H -3.3833 0.3874 1.1974
H 3.4345 -0.1612 -1.2239
H 3.4738 0.6125 0.4304
H 3.8953 1.5785 -1.0992
*
```

The value obtained for the energy above the lowest of the compared OMol25 structures with the same formula, charge and spin is 140.4 kcal per mole. The calculation puts the energy at -21712.4624 eV. For the HOMO energy, the calculation gives -7.62 eV.

6.
Density functional theory data (ωB97M-V with the def2-TZVPD basis set) for a molecular structure, C45H68Br18FN2O3P in a non-equilibrium geometry.

```
! wB97M-V def2-TZVPD RIJCOSX def2/J DEFGRID3
* xyz 0 1
C -3.6315 -0.3018 1.9885
C -3.0333 -1.8103 1.9075
P -1.6009 -2.1164 3.1381
C -2.1686 -1.4508 4.8330
C -0.0871 -1.0589 2.6313
C 0.3221 0.2160 3.4541
C 1.5172 1.1346 3.0739
C 1.8480 2.4164 4.0013
C 0.7832 3.5951 3.8391
O -0.4124 3.2581 3.5556
N 1.0294 5.0223 4.0313
C 0.4767 5.7927 2.8610
C 2.4771 5.3500 4.1935
C 2.3525 0.7968 1.8234
C 1.9503 -0.4868 1.0011
C 0.7726 -1.4182 1.3641
C 0.4094 -2.7070 0.4516
C -0.4138 -2.1336 -0.8210
C 0.2157 -2.5466 -2.2487
F -0.3369 -1.5881 -3.2205
C 2.8605 -0.7513 -0.3065
O 3.2675 -1.8845 -0.6625
C 3.2464 0.5892 -1.1196
C 3.1897 0.5722 -2.6626
C 3.5361 1.9138 -3.3906
C 3.9383 3.1918 -2.5773
N 4.2761 4.3878 -3.3703
C 3.1746 5.0400 -3.7225
C 2.7822 6.3794 -2.9243
C 2.2236 4.6048 -4.9370
C 3.9817 3.2097 -1.0027
C 3.6315 1.8804 -0.3007
C 3.5856 1.6905 1.2993
O 4.4720 2.1764 2.0404
H -4.1611 -0.1077 0.9966
H -4.4041 -0.2377 2.8392
H -2.8370 0.4895 2.2139
H -2.7551 -2.0931 0.8369
H -3.8974 -2.5074 2.2136
H -1.4000 -1.6739 5.6455
H -2.3576 -0.3168 4.8201
H -3.1601 -1.9314 5.1631
H -0.2904 0.5073 4.3767
H 2.9385 2.7177 3.8733
H 1.7447 2.0279 5.0865
H 0.8847 5.3742 1.8637
H 0.7692 6.9014 2.9988
H -0.6744 5.7249 2.8503
H 2.9594 4.6945 5.0133
H 3.0129 5.0412 3.2155
H 2.6849 6.4547 4.3945
H 1.3370 -3.2632 0.0922
H -0.2141 -3.4739 1.0472
H -0.3844 -0.9811 -0.7845
H -1.5198 -2.4198 -0.8197
H -0.1502 -3.5847 -2.6058
H 1.3498 -2.4181 -2.3123
H 2.8726 -0.3912 -3.1678
H 3.4815 1.9217 -4.5253
H 2.8183 7.2382 -3.7008
H 1.7433 6.3507 -2.4550
H 3.6100 6.5536 -2.1405
H 1.1872 4.3095 -4.5618
H 2.6709 3.8026 -5.6131
H 2.0812 5.5511 -5.5894
H 4.2475 4.1499 -0.4188
Br -2.9024 -2.5793 7.9802
C -4.7764 -2.4154 8.4924
C -5.5958 -1.8096 7.3801
Br -5.3186 0.1170 7.2667
H -4.8044 -1.8363 9.4152
H -5.1047 -3.4354 8.6989
H -6.6620 -1.9307 7.5783
H -5.3633 -2.2215 6.3981
Br -1.6220 -5.8520 -1.3804
C -2.2563 -6.6222 -3.0548
C -1.1610 -7.3873 -3.7532
Br 0.0959 -6.1794 -4.6292
H -2.6587 -5.8025 -3.6499
H -3.0698 -7.2911 -2.7693
H -1.5723 -7.9992 -4.5577
H -0.5794 -8.0182 -3.0833
Br -0.1555 9.9985 3.7701
C -1.5604 9.9291 2.4202
C -1.7672 8.5222 1.9181
Br -0.3602 8.0026 0.6732
H -1.2819 10.6315 1.6349
H -2.4572 10.2919 2.9250
H -2.6928 8.4507 1.3438
H -1.7785 7.7762 2.7128
Br -3.3128 7.8623 -1.8385
C -1.9988 8.7110 -2.9999
C -1.9584 8.0478 -4.3542
Br -0.9995 6.3515 -4.2833
H -1.0440 8.6819 -2.4741
H -2.3269 9.7477 -3.0905
H -1.3994 8.6589 -5.0648
H -2.9468 7.8357 -4.7613
Br 1.7534 -10.7904 -3.1581
C 0.2856 -12.0400 -3.4456
C -0.9438 -11.3297 -3.9534
Br -1.8547 -10.3800 -2.5142
H 0.1239 -12.5636 -2.5036
H 0.6555 -12.7465 -4.1903
H -1.6765 -12.0472 -4.3267
H -0.7294 -10.5968 -4.7314
Br 1.0303 0.9912 -4.0515
C 0.3629 0.2650 -5.7347
C 1.4380 -0.5006 -6.4623
Br 2.7014 0.7079 -7.3281
H -0.0351 1.1030 -6.3074
H -0.4571 -0.3982 -5.4526
H 1.0081 -1.0895 -7.2742
H 2.0193 -1.1547 -5.8122
Br 7.6171 -1.9408 -0.9454
C 6.2692 -2.9334 0.0542
C 6.9043 -3.9683 0.9489
Br 7.4857 -5.5253 -0.0721
H 5.5796 -3.3567 -0.6754
H 5.7460 -2.1822 0.6475
H 6.1772 -4.3554 1.6646
H 7.7770 -3.5981 1.4866
Br -2.0998 0.6836 -8.1267
C -3.4549 0.4499 -6.7451
C -4.3364 1.6684 -6.6328
Br -3.4278 3.1119 -5.6873
H -2.9288 0.2101 -5.8207
H -4.0365 -0.4172 -7.0620
H -5.2205 1.4491 -6.0319
H -4.6472 2.0677 -7.5981
Br -0.6442 -5.2625 6.6499
C -1.9899 -6.2524 7.6527
C -1.3546 -7.2846 8.5506
Br -0.7729 -8.8441 7.5343
H -2.6794 -6.6789 6.9242
H -2.5134 -5.4991 8.2442
H -2.0814 -7.6699 9.2677
H -0.4821 -6.9125 9.0871
*
```

The calculation puts the energy at -1329649.3074 eV. For the HOMO energy, the calculation gives -7.67 eV.